Entry 1:
{"formula": "C51H74F6N4O5PS3SbSi4Ti", "method": "ωB97M-V/def2-TZVPD", "species": ["Ti", "N", "P", "C", "C", "C", "C", "C", "C", "C", "C", "C", "C", "C", "C", "C", "C", "C", "C", "C", "N", "H", "H", "H", "H", "H", "H", "H", "H", "H", "H", "H", "H", "H", "H", "H", "C", "Si", "C", "N", "C", "C", "C", "C", "C", "C", "C", "C", "C", "C", "C", "C", "C", "C", "C", "C", "C", "H", "H", "H", "H", "H", "H", "H", "H", "H", "H", "H", "H", "H", "H", "H", "H", "H", "H", "H", "H", "H", "H", "H", "H", "F", "C", "F", "F", "S", "O", "O", "N", "S", "O", "O", "C", "F", "F", "F", "C", "Si", "C", "C", "Sb", "Si", "C", "C", "C", "Si", "C", "C", "C", "H", "H", "H", "H", "H", "H", "H", "H", "H", "H", "H", "H", "H", "H", "H", "H", "H", "H", "H", "H", "H", "H", "H", "H", "H", "H", "H", "O", "S", "C", "C", "C", "C", "H", "H", "H", "H", "H", "H", "H", "H"], "positions_angstrom": [[0.2290, 1.3063, -0.1454], [-1.6709, 1.9341, -2.8522], [-2.3463, 1.1965, -1.4371], [-3.5597, 0.2641, -2.4733], [-4.8968, 0.6189, -2.6234], [-5.7133, -0.0892, -3.4918], [-5.2136, -1.1688, -4.2047], [-3.8792, -1.5269, -4.0661], [-3.0607, -0.8097, -3.2118], [-3.4818, 2.4960, -0.8191], [-3.6956, 3.6929, -1.4934], [-4.5403, 4.6509, -0.9595], [-5.1934, 4.4139, 0.2395], [-4.9888, 3.2209, 0.9153], [-4.1235, 2.2738, 0.3961], [-0.7405, 2.9496, -2.7159], [-0.4540, 3.7709, -3.8003], [0.3706, 4.8656, -3.6163], [0.8500, 5.1030, -2.3336], [0.5732, 4.2112, -1.3251], [-0.1779, 3.0919, -1.4914], [-2.2732, 2.0280, -3.6585], [-5.2978, 1.4564, -2.0698], [-6.7456, 0.2089, -3.6155], [-5.8616, -1.7298, -4.8643], [-3.4869, -2.3660, -4.6282], [-2.0139, -1.0628, -3.1082], [-3.1896, 3.9002, -2.4277], [-4.6796, 5.5909, -1.4768], [-5.8461, 5.1672, 0.6588], [-5.4880, 3.0421, 1.8571], [-3.9288, 1.3534, 0.9383], [-0.9195, 3.5684, -4.7563], [0.5941, 5.5348, -4.4351], [1.4469, 5.9769, -2.1199], [0.9438, 4.4067, -0.3364], [1.1513, -0.5570, 0.3218], [2.9246, -0.9791, -0.2456], [4.0693, -0.0807, -1.5564], [4.0256, 1.3716, -1.4377], [3.4684, 2.0919, -2.5571], [4.4229, 2.1866, -3.7538], [5.6812, 2.9151, -3.2801], [6.2926, 2.1571, -2.1018], [5.2582, 2.0004, -0.9784], [4.0945, -0.9427, 1.2521], [4.3152, 0.2589, 1.9257], [5.2392, 0.3379, 2.9547], [5.9543, -0.7864, 3.3372], [5.7258, -1.9953, 2.6979], [4.8081, -2.0690, 1.6617], [2.9631, -2.7892, -0.8877], [3.9986, -3.2434, -1.7086], [4.0793, -4.5643, -2.1242], [3.1179, -5.4804, -1.7202], [2.0798, -5.0583, -0.9023], [2.0088, -3.7323, -0.5019], [1.2451, -0.5773, 1.4112], [0.4986, -1.3748, 0.0105], [3.8622, -0.3880, -2.5859], [5.0898, -0.4085, -1.3308], [3.2754, 3.1051, -2.2061], [2.5158, 1.6391, -2.8468], [3.9400, 2.7290, -4.5723], [4.6825, 1.1863, -4.1164], [5.3960, 3.9205, -2.9532], [6.4035, 3.0138, -4.0939], [7.1610, 2.6934, -1.7155], [6.6189, 1.1678, -2.4388], [5.0014, 2.9783, -0.5630], [5.6670, 1.3933, -0.1695], [3.7679, 1.1420, 1.6351], [5.4067, 1.2822, 3.4549], [6.6889, -0.7220, 4.1289], [6.2662, -2.8832, 2.9992], [4.6415, -3.0093, 1.1501], [4.7700, -2.5531, -2.0239], [4.8965, -4.8844, -2.7582], [3.1801, -6.5138, -2.0352], [1.3294, -5.7653, -0.5703], [1.1913, -3.4243, 0.1386], [-1.0417, 4.1865, 3.9926], [-1.7815, 3.5292, 3.1131], [-2.0494, 2.3254, 3.6282], [-2.9533, 4.1628, 3.0189], [-0.8830, 3.3868, 1.4378], [-1.1007, 1.9093, 1.1176], [-1.7120, 4.2355, 0.6371], [0.4982, 3.8955, 1.7306], [2.0285, 3.1470, 1.5347], [1.6448, 2.1364, 0.3607], [2.8266, 4.1880, 0.9075], [1.2937, 1.3294, 4.0983], [0.0985, 0.9327, 4.7467], [1.9661, 0.1037, 4.0305], [0.8051, 1.3736, 2.7011], [-4.8886, 0.8149, 3.9130], [-3.5249, -0.4666, 4.2903], [-2.9067, -0.2070, 6.0679], [-4.4966, -2.1114, 4.3064], [-1.4195, -0.5910, 2.6630], [0.0575, -2.2691, 4.2546], [-1.1613, -3.6977, 4.5886], [0.6476, -1.8256, 6.0071], [1.5058, -2.9350, 3.2183], [-2.7223, -2.3293, 1.0674], [-3.1141, -4.1351, 1.5741], [-4.4218, -1.5884, 0.5746], [-1.8079, -2.5912, -0.5890], [-5.6780, 0.7425, 4.6623], [-5.3450, 0.6411, 2.9376], [-4.5093, 1.8342, 3.9306], [-3.7056, 0.1494, 6.7198], [-2.1015, 0.5254, 6.0946], [-2.5291, -1.1414, 6.4826], [-5.2678, -2.0630, 5.0773], [-3.8608, -2.9637, 4.5331], [-4.9968, -2.3112, 3.3603], [-1.9114, -3.4107, 5.3239], [-0.6016, -4.5371, 5.0072], [-1.6726, -4.0462, 3.6960], [-0.0672, -1.2035, 6.5424], [1.5890, -1.2840, 5.9799], [0.7936, -2.7480, 6.5728], [2.2487, -2.1612, 3.0287], [2.0017, -3.7440, 3.7573], [1.1713, -3.3295, 2.2590], [-3.6457, -4.2094, 2.5203], [-2.2093, -4.7377, 1.6530], [-3.7414, -4.5932, 0.8065], [-4.9940, -1.2414, 1.4348], [-5.0264, -2.3327, 0.0523], [-4.2976, -0.7448, -0.1031], [-0.9555, -3.2649, -0.4841], [-1.4532, -1.6350, -0.9730], [-2.4798, -3.0281, -1.3304], [0.1271, 0.1169, -2.0556], [1.0789, -0.4666, -3.0789], [0.3731, 0.0229, -4.7111], [0.5124, -1.2016, -5.5929], [-0.0047, -2.3743, -4.7613], [0.6103, -2.2320, -3.3732], [0.9183, 0.8898, -5.0818], [-0.6673, 0.2853, -4.5257], [1.5643, -1.3551, -5.8454], [-0.0511, -1.0876, -6.5188], [0.2692, -3.3281, -5.2118], [-1.0935, -2.3341, -4.7054], [1.5503, -2.7775, -3.2959], [-0.0436, -2.5580, -2.5677]], "forces_ev_per_angstrom": [[-0.6, -3.6, -0.6], [0.3, 0.7, 0.1], [-1.3, 0.6, -0.8], [0.3, -0.5, 0.1], [0.1, 0.1, 0.2], [0.0, -0.1, -0.1], [0.0, 0.1, 0.1], [0.0, 0.0, -0.1], [0.0, 0.1, 0.0], [0.2, 0.0, 0.1], [0.0, -0.1, 0.0], [-0.1, 0.1, 0.0], [0.0, 0.0, 0.0], [-0.1, 0.0, 0.0], [0.1, -0.2, -0.1], [-0.5, -0.8, 0.5], [0.2, 0.5, -0.3], [-0.4, -0.5, 0.3], [0.1, 0.2, -0.1], [-0.1, -0.1, -0.3], [0.4, 0.3, -1.4], [0.0, 0.0, 0.1], [0.0, 0.0, 0.0], [0.0, 0.0, 0.0], [0.0, 0.0, 0.0], [0.0, 0.0, 0.0], [0.0, -0.1, 0.0], [0.0, 0.0, 0.0], [0.0, 0.0, 0.0], [0.0, 0.0, 0.0], [0.0, 0.0, 0.1], [0.0, 0.0, 0.1], [0.0, 0.0, 0.0], [0.0, 0.0, 0.0], [0.0, 0.0, 0.1], [0.1, 0.0, -0.1], [0.4, 0.4, -0.6], [1.1, -0.7, 0.1], [-0.7, 0.2, 0.1], [0.0, 0.3, 0.5], [0.1, -0.2, -0.2], [-0.1, 0.2, 0.2], [0.0, -0.3, -0.1], [-0.2, 0.2, 0.1], [0.2, -0.3, -0.2], [-0.4, 0.1, -0.2], [0.1, -0.2, 0.0], [0.1, 0.1, 0.0], [0.0, 0.0, 0.0], [0.1, -0.1, 0.0], [-0.1, 0.0, -0.2], [-0.3, 0.2, 0.2], [0.1, 0.2, 0.0], [0.0, -0.1, -0.1], [0.0, 0.0, 0.0], [0.0, -0.1, 0.0], [0.0, 0.1, 0.1], [-0.1, 0.2, 0.1], [-0.1, 0.1, 0.0], [0.0, -0.1, 0.0], [-0.1, -0.3, 0.1], [-0.3, 0.2, 0.0], [0.0, 0.1, 0.0], [0.0, 0.0, 0.0], [0.0, 0.0, 0.0], [0.1, 0.1, 0.0], [0.0, 0.1, 0.0], [0.1, -0.1, 0.0], [0.1, 0.0, 0.0], [0.0, 0.1, 0.0], [0.0, 0.1, 0.1], [0.0, 0.1, 0.0], [0.0, 0.0, 0.0], [0.0, 0.0, 0.1], [0.0, 0.0, 0.0], [0.0, -0.1, 0.1], [0.1, 0.0, 0.0], [0.0, 0.0, 0.0], [0.0, 0.0, 0.0], [0.0, 0.0, 0.0], [0.0, 0.0, 0.0], [0.2, 0.1, -0.3], [0.0, -0.5, 0.7], [0.1, 0.0, -0.2], [0.2, 0.1, -0.5], [-2.0, 2.0, 2.4], [1.1, 1.0, -0.7], [0.2, 0.1, -0.3], [1.0, -0.6, -0.5], [0.8, 2.2, 2.0], [0.2, -0.1, -1.1], [-0.2, -0.2, -0.2], [0.3, 0.3, 0.5], [0.2, 0.1, -0.1], [0.0, -0.1, 0.0], [-0.3, -0.5, 0.2], [0.6, 0.0, -0.2], [-0.2, -0.6, 0.3], [0.0, 0.2, -0.4], [0.2, 0.3, 0.0], [-0.9, -1.7, 0.5], [-0.6, -0.4, -0.1], [0.4, 0.1, -0.1], [0.0, 0.3, -0.5], [-0.3, 0.3, 0.2], [-0.2, -0.5, 0.3], [0.1, 0.4, 0.0], [0.4, 0.0, 0.1], [-0.1, 0.2, 0.2], [0.0, -0.1, 0.1], [0.0, 0.0, -0.1], [0.0, 0.1, 0.0], [-0.1, 0.0, 0.0], [0.1, 0.0, 0.0], [0.1, -0.1, 0.0], [-0.1, 0.1, 0.1], [0.1, 0.0, 0.0], [0.0, 0.0, -0.1], [0.0, 0.1, 0.1], [0.0, -0.1, 0.1], [0.0, 0.0, 0.0], [-0.1, 0.0, 0.0], [0.0, 0.1, 0.0], [-0.1, -0.1, -0.1], [0.0, 0.1, 0.0], [0.0, -0.1, 0.1], [-0.1, 0.0, 0.0], [0.0, 0.0, 0.1], [0.1, 0.0, 0.0], [0.0, 0.0, -0.1], [0.0, 0.0, 0.0], [0.0, -0.1, 0.0], [0.0, 0.1, 0.0], [0.1, 0.0, 0.1], [0.1, 0.0, -0.1], [-0.1, 0.0, 0.0], [0.0, 0.6, 0.6], [-0.4, -0.6, -1.0], [0.4, 0.1, 0.1], [0.0, -0.1, 0.1], [0.0, 0.2, -0.1], [0.2, 0.0, 0.0], [0.0, 0.1, 0.1], [0.0, 0.0, 0.1], [0.0, 0.0, -0.1], [0.1, 0.1, 0.0], [0.0, 0.0, 0.1], [0.0, 0.0, 0.0], [0.0, 0.0, 0.1], [0.1, 0.1, 0.2]], "e_homo_ev": [-6.6068, -6.6068], "gap_ev": [5.45, 5.45]}

Entry 2:
{"formula": "C51H76BN6O3S4SbSiTi", "method": "ωB97M-V/def2-TZVPD", "species": ["Ti", "C", "C", "C", "C", "N", "C", "C", "N", "B", "N", "C", "C", "N", "C", "S", "C", "C", "C", "C", "N", "C", "C", "N", "C", "S", "C", "C", "C", "C", "C", "S", "H", "H", "H", "H", "H", "H", "H", "H", "H", "H", "H", "H", "H", "H", "H", "H", "H", "H", "H", "H", "H", "H", "H", "H", "H", "H", "H", "H", "H", "H", "H", "H", "H", "H", "C", "C", "C", "C", "O", "Si", "S", "O", "C", "C", "C", "C", "O", "C", "C", "C", "C", "H", "H", "H", "H", "H", "H", "H", "H", "H", "H", "H", "H", "H", "H", "H", "H", "H", "H", "H", "H", "H", "H", "H", "H", "H", "H", "H", "C", "C", "C", "C", "C", "C", "Sb", "C", "C", "C", "C", "C", "C", "C", "C", "C", "C", "C", "C", "H", "H", "H", "H", "H", "H", "H", "H", "H", "H", "H", "H", "H", "H", "H"], "positions_angstrom": [[0.2672, 0.0485, 0.1564], [0.0031, 0.4710, -4.3931], [1.1649, 1.4611, -4.5884], [0.7451, 2.5074, -5.6148], [2.4305, 0.7502, -5.0752], [1.5066, 2.1722, -3.3081], [1.5406, 3.5385, -3.1500], [1.9765, 3.7978, -1.8980], [2.2207, 2.5987, -1.2719], [3.0160, 2.6134, 0.0828], [3.8851, 1.3595, 0.4118], [5.2419, 1.5752, 0.2102], [5.9329, 0.6331, 0.8653], [5.0233, -0.2014, 1.4814], [3.7747, 0.2130, 1.1321], [2.3399, -0.6745, 1.4751], [5.4347, -1.2242, 2.4988], [6.9536, -1.1899, 2.6461], [4.7988, -0.8590, 3.8432], [5.0262, -2.6245, 2.0651], [2.1568, 3.2508, 1.2330], [2.4961, 4.5663, 1.5122], [1.6276, 5.0597, 2.4076], [0.7258, 4.0607, 2.7002], [1.0686, 2.9568, 1.9847], [0.2606, 1.4481, 2.1688], [-0.4275, 4.2592, 3.6336], [-0.3657, 3.2400, 4.7759], [-1.7152, 4.1714, 2.8116], [-0.3445, 5.6547, 4.2521], [1.8861, 1.6255, -2.1295], [1.8931, -0.0345, -1.6633], [-0.5870, 0.4177, -5.3082], [-0.6501, 0.7946, -3.5846], [0.3612, -0.5298, -4.1691], [0.6008, 2.0087, -6.5712], [1.5110, 3.2698, -5.7597], [-0.1964, 2.9834, -5.3338], [2.2036, 0.1708, -5.9701], [2.8196, 0.0696, -4.3183], [3.2055, 1.4763, -5.3256], [1.2769, 4.2283, -3.9294], [2.1577, 4.7416, -1.4149], [3.8463, 3.4415, -0.1126], [5.6124, 2.4050, -0.3620], [6.9946, 0.5114, 0.9513], [7.3131, -0.2156, 2.9795], [7.4542, -1.4676, 1.7174], [7.2408, -1.9208, 3.3992], [5.1178, 0.1356, 4.1597], [5.1084, -1.5808, 4.5980], [3.7125, -0.8784, 3.7870], [5.3874, -2.8507, 1.0612], [3.9507, -2.7429, 2.0855], [5.4595, -3.3465, 2.7562], [3.3378, 5.0525, 1.0557], [1.5739, 6.0407, 2.8369], [-0.5656, 2.2268, 4.4415], [-1.1049, 3.5030, 5.5315], [0.6196, 3.2621, 5.2445], [-1.8063, 3.2027, 2.3246], [-1.7166, 4.9434, 2.0391], [-2.5758, 4.3325, 3.4611], [0.5891, 5.8045, 4.7955], [-1.1602, 5.7519, 4.9653], [-0.4641, 6.4421, 3.5070], [-2.6643, -1.7293, -3.0273], [-3.1889, -1.4245, -1.6336], [-4.6223, -0.9220, -1.7432], [-3.1388, -2.6515, -0.7286], [-2.2790, -0.4079, -1.0729], [-2.6480, 1.0391, -0.3531], [-0.7418, 1.9571, -0.7297], [-2.7104, 0.7257, 1.2446], [-3.7649, 0.7140, 2.2558], [-3.0597, 0.6810, 3.6049], [-4.6514, 1.9479, 2.1306], [-4.6037, -0.5476, 2.0907], [-3.8767, 1.8703, -0.9359], [-4.1372, 3.0052, -1.8024], [-5.6505, 3.1686, -1.8101], [-3.6098, 2.7145, -3.2026], [-3.4633, 4.2447, -1.2266], [-3.1575, -2.6129, -3.4348], [-1.5976, -1.9196, -2.9867], [-2.8471, -0.8842, -3.6925], [-5.2294, -1.7147, -2.1781], [-4.6786, -0.0495, -2.3890], [-5.0380, -0.6626, -0.7702], [-3.9588, -3.3291, -0.9673], [-3.2279, -2.3538, 0.3149], [-2.2075, -3.1966, -0.8636], [-3.7763, 0.4342, 4.3882], [-2.6106, 1.6427, 3.8417], [-2.2714, -0.0731, 3.5979], [-4.0506, 2.8566, 2.0857], [-5.3181, 2.0112, 2.9906], [-5.2563, 1.8896, 1.2275], [-4.0014, -1.4425, 2.2562], [-5.0401, -0.5847, 1.0927], [-5.4211, -0.5434, 2.8119], [-6.1275, 2.2193, -2.0547], [-5.9485, 3.9079, -2.5535], [-6.0042, 3.5004, -0.8335], [-4.1633, 1.9041, -3.6762], [-2.5493, 2.4515, -3.1608], [-3.7211, 3.6047, -3.8220], [-3.7408, 4.3699, -0.1783], [-3.7806, 5.1297, -1.7776], [-2.3781, 4.1619, -1.2950], [4.3187, -5.8490, -0.0995], [3.4321, -5.8038, 0.9652], [2.3876, -4.8883, 0.9685], [2.2283, -4.0228, -0.1051], [3.1276, -4.0531, -1.1659], [4.1708, -4.9670, -1.1608], [0.4696, -2.7952, -0.2798], [-0.6309, -3.4835, 1.4197], [-0.8893, -4.8249, 1.6832], [-1.5837, -5.1841, 2.8294], [-2.0128, -4.2081, 3.7178], [-1.7578, -2.8687, 3.4616], [-1.0725, -2.5091, 2.3116], [-0.1291, -3.9293, -2.0019], [-0.9928, -5.0124, -1.9544], [-1.2559, -5.7333, -3.1123], [-0.6623, -5.3704, -4.3117], [0.1953, -4.2793, -4.3618], [0.4603, -3.5592, -3.2080], [5.1297, -6.5653, -0.1014], [3.5476, -6.4856, 1.7983], [1.7066, -4.8576, 1.8093], [3.0165, -3.3773, -2.0055], [4.8599, -5.0001, -1.9950], [-0.5400, -5.5902, 1.0010], [-1.7797, -6.2287, 3.0324], [-2.5450, -4.4904, 4.6164], [-2.0901, -2.1139, 4.1623], [-0.8832, -1.4506, 2.1149], [-1.4682, -5.3015, -1.0248], [-1.9266, -6.5817, -3.0728], [-0.8682, -5.9363, -5.2104], [0.6546, -3.9899, -5.2982], [1.1242, -2.7001, -3.2499]], "forces_ev_per_angstrom": [[0.9, 1.1, -0.4], [0.1, 0.1, 0.1], [0.0, -0.2, -0.2], [0.0, 0.1, 0.0], [0.0, 0.1, 0.0], [-0.1, -0.2, 0.4], [0.0, 0.2, 0.0], [0.0, 0.1, -0.1], [0.0, 0.0, -0.2], [-0.2, -0.3, 0.0], [0.1, -0.1, 0.0], [0.2, 0.0, 0.0], [0.0, 0.1, 0.0], [-0.2, 0.0, -0.2], [0.0, 0.4, 0.0], [-0.2, -0.4, -0.1], [0.0, -0.3, 0.3], [0.0, 0.1, -0.1], [0.0, 0.1, -0.1], [0.0, 0.0, -0.1], [0.1, 0.1, 0.1], [0.0, 0.2, 0.1], [0.0, 0.1, -0.1], [0.2, -0.1, -0.1], [-0.1, 0.1, -0.2], [-0.2, -0.1, 0.3], [-0.3, 0.0, 0.2], [0.1, 0.0, -0.1], [0.1, 0.0, 0.0], [0.1, 0.0, -0.1], [0.1, 0.2, -0.2], [-0.4, -0.2, 0.3], [0.1, 0.0, 0.0], [-0.1, 0.0, 0.1], [0.0, -0.1, 0.1], [0.0, 0.0, 0.0], [0.0, 0.0, -0.1], [0.0, 0.0, 0.0], [0.0, 0.0, 0.0], [0.0, 0.0, 0.0], [0.0, 0.0, 0.0], [0.0, -0.1, 0.0], [0.0, 0.0, 0.0], [-0.1, 0.1, 0.0], [-0.1, 0.0, 0.0], [0.0, 0.0, 0.0], [0.0, 0.0, 0.0], [0.0, 0.0, 0.0], [-0.1, 0.0, 0.0], [0.0, 0.0, 0.0], [0.0, 0.0, 0.0], [0.0, 0.0, 0.0], [0.0, 0.0, 0.0], [-0.2, -0.1, -0.1], [0.0, 0.0, 0.0], [0.0, -0.1, 0.0], [0.0, 0.0, 0.0], [0.0, 0.0, 0.0], [0.0, 0.0, 0.0], [0.0, 0.0, 0.0], [0.0, -0.1, 0.0], [0.0, 0.0, 0.0], [0.0, 0.0, 0.0], [0.0, 0.0, 0.0], [0.0, 0.0, 0.0], [0.0, 0.0, 0.0], [0.0, 0.1, 0.1], [0.0, -0.3, -0.1], [0.2, 0.2, 0.1], [0.0, 0.3, 0.0], [-0.3, -0.1, 0.0], [0.6, -0.2, 0.0], [0.0, -0.4, 0.0], [-0.4, 0.2, 0.0], [-0.1, -0.2, 0.2], [0.0, 0.1, -0.1], [0.1, -0.1, -0.2], [0.1, 0.1, -0.1], [0.0, 0.0, 0.1], [-0.1, 0.2, -0.2], [0.1, 0.0, 0.0], [0.0, -0.1, 0.1], [0.0, -0.2, 0.1], [0.0, 0.0, 0.0], [0.2, -0.1, 0.0], [0.0, 0.0, 0.0], [0.0, 0.0, 0.0], [-0.1, 0.0, 0.0], [-0.1, 0.0, -0.1], [0.0, 0.0, 0.0], [-0.1, 0.0, 0.0], [-0.2, 0.1, 0.1], [0.0, 0.0, 0.0], [0.0, 0.0, 0.0], [0.0, 0.0, 0.0], [0.0, 0.0, 0.0], [0.0, 0.0, 0.0], [-0.1, 0.0, 0.0], [0.0, 0.0, 0.0], [0.0, 0.0, 0.1], [0.0, 0.0, 0.0], [0.0, 0.0, 0.0], [0.0, 0.0, 0.0], [0.0, 0.0, 0.0], [0.0, -0.1, 0.0], [0.0, 0.0, 0.0], [0.0, 0.0, 0.0], [0.0, 0.0, 0.0], [0.0, 0.0, 0.0], [0.0, 0.1, 0.0], [0.0, 0.0, 0.0], [0.0, 0.0, 0.0], [0.0, 0.1, 0.1], [-0.1, 0.5, 0.0], [0.0, 0.0, 0.0], [0.0, 0.0, -0.1], [-0.1, -1.3, 0.3], [0.2, 0.1, -0.4], [0.0, 0.0, 0.0], [0.0, 0.0, 0.0], [0.0, 0.0, 0.0], [0.0, 0.1, 0.1], [0.1, -0.1, -0.1], [0.0, 0.5, 0.1], [0.0, -0.1, 0.1], [0.0, 0.0, 0.1], [0.0, 0.0, -0.1], [0.0, -0.1, 0.0], [0.0, 0.1, 0.1], [0.0, 0.0, 0.0], [0.0, 0.0, 0.0], [0.0, 0.0, 0.0], [0.0, 0.0, 0.0], [0.0, 0.0, 0.0], [0.0, 0.0, 0.1], [0.0, 0.0, 0.0], [0.0, 0.0, 0.0], [0.0, 0.0, 0.0], [-0.1, 0.0, 0.1], [0.0, 0.0, -0.1], [0.0, 0.0, 0.0], [0.0, 0.0, 0.0], [0.0, 0.0, 0.0], [0.0, 0.0, -0.1]], "e_homo_ev": -12.1263, "gap_ev": 5.84, "total_charge": 2}

Short version: max |F| = 0.0716, 0.0286 hartree/bohr, in the order given.
Short version: DFT total energy = -6965.8037, -5539.9159 a.u., in the order given.